No. 1
112
Properties=species:S:1:pos:R:3:forces:R:3 method="wB97M-V/def2-TZVPD" spin_multiplicity=1 e_above_lowest_kcal_mol=0.00 gap_ha=0.228
C 4.12555 -5.40286 1.00798 0.346 -0.107 -1.000
C 4.59367 -4.40430 -0.09002 -0.623 -1.015 0.314
O 4.04928 -3.11286 0.16817 -0.183 0.249 -0.195
C 3.90133 -2.36082 -1.02308 0.546 0.119 -1.108
C 2.67821 -2.80587 -1.86942 1.025 -0.599 0.208
O 1.53181 -1.92474 -1.67555 -0.026 -1.375 0.118
C 0.48140 -2.76324 -1.36818 0.109 0.853 -0.201
C 0.01182 -2.77615 -0.08349 -0.548 -0.649 -0.652
C -1.07727 -3.69035 0.24978 0.810 0.568 -1.521
O -1.55201 -3.67894 1.57228 1.421 -0.011 0.024
C -0.52904 -3.78134 2.41373 -0.826 -0.755 1.299
N 0.15970 -4.02832 3.31584 -0.382 0.598 -1.215
C -1.63027 -4.53616 -0.67711 -1.389 -0.088 0.579
P -2.96489 -5.73366 -0.25148 1.152 -1.042 0.014
O -2.45594 -7.12579 -0.37392 -0.096 0.206 -0.090
C -1.16353 -4.51435 -2.04366 1.645 1.117 -0.526
N -1.53466 -5.23925 -3.08668 -0.406 -0.228 -0.270
S -0.65269 -4.80707 -4.38841 0.218 0.612 1.393
N 0.28222 -3.65143 -3.69316 -0.317 -0.560 -0.205
C -0.07253 -3.60055 -2.42539 -0.922 -0.211 1.522
H 4.22541 -6.40638 0.54383 0.151 0.371 0.539
H 3.04530 -5.29327 1.21466 0.597 0.241 0.093
H 4.74706 -5.34254 1.91267 -0.467 -0.001 -0.208
H 4.21426 -4.83016 -1.04649 0.131 0.517 0.318
H 5.69887 -4.38066 -0.18489 -0.452 0.195 0.186
H 4.83076 -2.50552 -1.62147 -0.549 0.099 0.087
H 3.85116 -1.27087 -0.83802 -0.141 -0.613 0.354
H 2.92246 -2.95121 -2.93952 -0.262 0.613 0.426
H 2.41944 -3.82074 -1.50207 0.054 0.526 -0.154
H 0.49854 -2.10025 0.62835 -0.364 -0.391 -0.066
H -4.06185 -5.47547 -1.12187 0.266 0.364 0.461
H -3.32068 -5.46176 1.09644 -0.255 0.478 -0.579
N 1.93904 2.30083 1.89161 0.122 -0.140 -0.069
C 2.61782 1.16353 2.24908 -0.112 0.001 0.116
C 2.41740 0.22756 1.27133 0.043 -0.068 0.020
C 1.58997 0.82123 0.27945 -0.084 0.051 -0.028
C 1.31383 2.09814 0.68788 -0.018 0.060 -0.001
H 1.90520 3.14990 2.42737 -0.036 -0.027 -0.018
H 3.18108 1.12114 3.16744 -0.043 -0.075 -0.003
H 2.82079 -0.77348 1.26627 0.020 0.025 0.030
H 1.23948 0.36036 -0.62975 0.056 0.010 0.004
H 0.72852 2.87906 0.22986 0.041 -0.029 -0.050
N -2.61875 -7.16358 -5.88027 0.073 -0.026 -0.061
C -3.13240 -8.42352 -5.73651 -0.064 0.010 0.061
C -2.85156 -9.12545 -6.87830 -0.033 -0.013 0.052
C -2.13494 -8.25710 -7.74419 0.048 0.040 -0.037
C -2.00458 -7.05593 -7.10019 -0.001 0.089 0.015
H -2.68248 -6.43156 -5.19578 -0.122 -0.119 0.042
H -3.65225 -8.70918 -4.83745 0.030 -0.015 -0.020
H -3.12775 -10.14899 -7.07162 0.013 0.023 0.014
H -1.75796 -8.48884 -8.72695 -0.003 0.009 0.027
H -1.53097 -6.13637 -7.40275 -0.021 -0.031 -0.035
N 4.85859 3.32270 1.41718 0.332 0.195 -0.138
C 4.55017 3.64218 0.12248 -0.102 0.039 0.023
C 5.70805 4.01567 -0.50720 -0.060 -0.010 -0.029
C 6.75849 3.91229 0.44252 0.069 -0.020 0.051
C 6.20395 3.48022 1.61781 -0.038 0.026 0.081
H 4.20232 3.01928 2.10819 0.035 -0.131 -0.086
H 3.53666 3.57690 -0.23620 0.036 -0.031 -0.017
H 5.79313 4.32705 -1.53554 -0.008 -0.014 0.023
H 7.80174 4.12945 0.28070 -0.024 -0.015 0.006
H 6.64797 3.27258 2.57726 0.017 0.013 -0.034
N -2.24795 3.68267 2.35655 -0.008 0.159 -0.081
C -3.09183 4.29130 3.24983 -0.071 -0.027 -0.009
C -2.34950 4.68227 4.33060 -0.068 0.038 0.004
C -1.00372 4.30173 4.08093 0.057 -0.042 -0.109
C -0.97223 3.69028 2.85530 0.081 0.036 -0.012
H -2.52224 3.29120 1.47312 0.001 -0.186 0.117
H -4.14349 4.39061 3.03803 0.019 -0.004 0.039
H -2.72740 5.18691 5.20443 0.017 -0.008 -0.022
H -0.15711 4.46087 4.72956 -0.057 0.021 0.029
H -0.15932 3.26041 2.29580 -0.268 -0.028 0.117
N 0.52165 -8.44778 -1.05193 0.081 0.062 0.008
C 0.99390 -8.46278 -2.33487 0.004 0.114 0.055
C 1.76680 -9.58468 -2.48922 0.024 0.046 -0.089
C 1.75522 -10.27648 -1.25040 0.002 -0.032 0.079
C 0.97615 -9.55073 -0.38605 0.003 0.076 0.044
H -0.07289 -7.73513 -0.65977 -0.230 -0.188 -0.068
H 0.74070 -7.67518 -3.02586 -0.014 -0.051 -0.019
H 2.28127 -9.87691 -3.39034 -0.030 0.001 0.014
H 2.25939 -11.20090 -1.01975 -0.025 0.016 -0.007
H 0.70798 -9.72390 0.64272 0.007 -0.018 -0.030
N -2.45497 5.71800 -0.46491 0.005 -0.044 -0.111
C -3.53115 5.94810 -1.27924 -0.041 -0.056 0.037
C -3.14424 6.83425 -2.24921 -0.054 -0.061 -0.017
C -1.77925 7.14750 -2.01497 0.071 -0.008 0.008
C -1.38225 6.44206 -0.91010 0.043 -0.025 0.061
H -2.45191 5.11125 0.33563 0.036 0.194 0.054
H -4.47627 5.46329 -1.09623 0.000 0.045 -0.018
H -3.76938 7.21565 -3.03990 0.015 0.015 0.032
H -1.15989 7.81443 -2.59208 -0.015 -0.014 0.019
H -0.43314 6.39343 -0.40247 -0.023 0.043 -0.008
N 2.06008 5.60085 6.22598 -0.001 0.020 0.113
C 2.21554 6.91611 6.57318 -0.002 0.040 -0.088
C 1.79988 7.06103 7.86950 0.035 0.042 -0.036
C 1.38153 5.78256 8.32583 -0.018 -0.061 0.010
C 1.55616 4.90279 7.29164 -0.030 -0.083 -0.057
H 2.28158 5.20915 5.32983 0.035 0.040 0.031
H 2.60589 7.63161 5.86895 -0.021 0.002 0.033
H 1.79668 7.98138 8.43011 0.005 -0.021 -0.017
H 0.99696 5.53762 9.30234 0.012 -0.001 -0.025
H 1.36559 3.84463 7.22022 -0.011 0.026 0.030
N -7.97197 8.61616 -2.13597 0.015 -0.032 0.077
C -6.84811 7.87262 -1.89476 0.012 -0.012 -0.061
C -6.39994 8.18167 -0.63790 0.011 -0.065 0.014
C -7.29140 9.14576 -0.09683 -0.073 0.026 0.008
C -8.25095 9.39102 -1.04308 -0.038 0.046 -0.041
H -8.50883 8.59589 -2.98342 0.014 -0.002 0.031
H -6.46582 7.19162 -2.63707 0.017 0.023 0.025
H -5.53031 7.76254 -0.15909 0.008 0.040 -0.042
H -7.23450 9.60599 0.87609 -0.003 -0.008 -0.026
H -9.10451 10.04810 -1.03436 0.034 -0.001 0.018

---

No. 2
106
Properties=species:S:1:pos:R:3:forces:R:3 method="wB97M-V/def2-TZVPD" spin_multiplicity=5 s_squared=6.0279 gap_ha="0.271 / 0.230"
Ru 0.11218 -0.26559 0.19349 1.235 0.264 -1.093
C 3.63252 2.80407 -0.17161 0.011 -0.068 0.021
C 2.34660 2.08378 -0.47801 0.392 -0.280 0.263
N 2.11395 0.90679 0.04183 -1.024 -0.221 -0.005
N 3.13289 0.36904 0.76511 0.820 0.083 0.211
C 2.92114 -0.69006 1.43908 -0.079 0.178 -0.249
S 1.39452 -1.54865 1.57162 -0.409 0.332 0.016
S 4.31891 -1.40968 2.25723 -0.020 -0.078 0.266
C 4.14447 -0.62152 3.91946 0.047 -0.089 -0.440
C 4.61592 0.79962 3.95027 -0.063 0.097 0.050
C 3.74177 1.84494 3.66131 0.006 -0.036 0.044
C 4.17569 3.16154 3.69458 -0.016 0.004 -0.028
C 5.49431 3.45100 4.01189 -0.017 0.033 -0.033
C 6.37379 2.41641 4.29803 0.051 0.040 -0.001
C 5.93715 1.10156 4.26831 -0.033 -0.032 -0.031
C 1.41193 2.69338 -1.40137 -0.593 -0.131 -0.100
C 1.79740 3.85283 -2.10024 0.127 0.036 -0.009
C 1.01138 4.43013 -3.06613 -0.053 0.023 -0.023
C -0.22499 3.85485 -3.37318 0.135 0.057 0.048
C -0.65479 2.74479 -2.69230 -0.138 -0.273 0.148
C 0.12652 2.14717 -1.68168 0.570 0.701 -0.509
O -0.39958 1.14836 -1.03898 -0.106 -0.702 0.645
H 4.16824 2.30124 0.62355 0.024 0.038 0.006
H 3.42576 3.83303 0.12025 -0.021 0.008 -0.038
H 4.26649 2.82092 -1.06001 -0.012 0.030 -0.002
H 4.75221 -1.25364 4.56487 -0.043 -0.015 0.048
H 3.10063 -0.71937 4.20719 -0.044 -0.002 0.122
H 2.70945 1.62880 3.41789 -0.058 -0.039 0.011
H 3.47857 3.96170 3.47658 0.014 -0.002 0.002
H 5.83313 4.47880 4.03653 0.013 -0.012 0.017
H 7.40293 2.63940 4.54945 -0.002 -0.026 0.001
H 6.62798 0.29706 4.49386 0.001 0.006 0.002
H 2.75581 4.30314 -1.88310 -0.017 -0.036 -0.027
H 1.35211 5.31511 -3.58562 0.000 -0.009 0.000
H -0.84560 4.29060 -4.14573 -0.029 -0.028 0.011
H -1.61016 2.28175 -2.90254 0.010 -0.004 -0.015
O 1.90145 -3.24913 -0.68414 -0.157 0.038 -0.162
C 1.11185 -2.85731 -1.52247 0.387 -0.102 0.089
N 0.86744 -3.48443 -2.71001 -0.073 0.136 -0.266
C -0.15606 -2.83207 -3.49519 0.022 -0.093 0.040
C -0.44360 -1.61150 -2.58260 -0.123 -0.124 0.021
O -1.26389 -0.75608 -2.84661 0.016 -0.093 -0.027
N 0.33176 -1.69765 -1.46558 -0.271 0.316 0.442
C 0.32865 -2.34279 -4.85087 0.028 0.010 -0.043
C -0.58273 -1.72028 -5.70064 0.003 0.016 -0.021
C -0.17151 -1.23259 -6.92974 -0.055 0.003 0.027
C 1.15077 -1.37076 -7.32904 0.085 0.020 -0.023
C 2.06001 -1.99202 -6.48849 0.003 0.019 -0.039
C 1.65222 -2.47394 -5.25128 -0.039 0.023 0.056
C -1.37437 -3.74417 -3.63531 -0.071 0.099 0.041
C -1.25644 -4.88151 -4.43027 -0.024 -0.001 0.001
C -2.30521 -5.78022 -4.53382 0.034 -0.038 -0.033
C -3.49064 -5.54910 -3.85014 -0.069 0.003 0.021
C -3.62083 -4.41165 -3.07035 0.013 -0.004 -0.001
C -2.56820 -3.51167 -2.96225 0.057 -0.002 0.004
H 1.24185 -4.39204 -2.91926 0.017 -0.046 0.136
H -1.61116 -1.60717 -5.38242 0.004 -0.006 -0.013
H -0.88453 -0.73835 -7.57747 -0.004 -0.016 0.000
H 1.47302 -0.98815 -8.28922 -0.010 -0.011 0.000
H 3.09510 -2.09603 -6.78842 -0.007 -0.012 -0.007
H 2.37413 -2.94049 -4.59423 -0.014 0.005 0.031
H -0.33921 -5.06171 -4.98088 -0.003 0.023 -0.007
H -2.20163 -6.66090 -5.15500 0.014 0.003 0.007
H -4.31077 -6.25129 -3.92902 0.006 0.006 -0.016
H -4.54584 -4.21513 -2.54273 0.002 -0.017 0.000
H -2.68593 -2.61920 -2.36250 -0.016 0.001 -0.002
C -4.22605 -0.80244 2.13257 0.070 0.075 0.050
C -3.03699 -0.68320 1.17296 0.263 0.130 0.000
C -2.53596 -2.10429 0.85268 0.031 0.175 0.092
C -3.53920 -0.07286 -0.14538 0.137 0.002 0.068
Si -1.55728 0.40536 1.88921 -1.102 -0.075 0.857
C -2.00391 2.32763 1.86739 0.283 -0.301 -0.246
C -3.40071 2.54864 2.46612 -0.033 -0.063 -0.013
C -0.96661 3.11158 2.68654 -0.111 -0.064 0.028
C -2.01271 2.95335 0.46261 -0.052 0.001 0.090
C -1.19947 -0.11120 3.76919 0.077 0.071 -0.397
C 0.18560 0.38161 4.20592 -0.034 -0.014 -0.018
C -1.25082 -1.63667 3.95052 -0.010 0.149 -0.008
C -2.22458 0.48256 4.74572 0.002 -0.010 -0.011
H -5.02838 -1.36508 1.64260 -0.002 -0.005 -0.008
H -4.62528 0.17385 2.41116 -0.052 -0.093 0.003
H -3.96177 -1.33630 3.04572 -0.077 0.015 -0.027
H -3.32906 -2.66711 0.34934 -0.011 -0.019 -0.008
H -2.24797 -2.65585 1.74676 0.007 -0.021 -0.048
H -1.67460 -2.08842 0.17500 -0.056 -0.124 -0.056
H -4.29373 -0.73544 -0.58399 0.009 -0.018 -0.009
H -2.73075 0.04254 -0.87465 -0.115 0.021 -0.044
H -4.01203 0.89702 0.01422 0.006 -0.006 -0.051
H -3.53085 2.08994 3.44304 -0.081 0.057 -0.076
H -4.17641 2.16876 1.79873 0.003 0.056 0.045
H -3.56776 3.62496 2.58123 0.015 0.017 -0.023
H -1.07235 2.93633 3.75779 0.069 0.065 -0.071
H -1.10498 4.18352 2.51279 -0.009 0.014 -0.003
H 0.05280 2.85041 2.38574 0.010 0.076 0.032
H -2.44156 2.31099 -0.30263 -0.002 0.067 0.015
H -1.00589 3.21933 0.15103 0.008 0.023 0.001
H -2.59814 3.87836 0.49348 0.027 0.033 0.036
H 0.94796 0.04298 3.50764 0.114 0.022 0.097
H 0.42348 -0.02190 5.19649 0.014 0.003 0.006
H 0.23352 1.46810 4.27053 0.050 -0.072 0.020
H -0.63553 -2.16725 3.23004 0.073 -0.106 -0.043
H -2.27246 -2.01144 3.88278 0.076 -0.046 -0.020
H -0.87702 -1.88873 4.94841 -0.006 0.006 0.011
H -2.12973 1.56511 4.82595 -0.060 -0.064 0.057
H -2.03851 0.06495 5.74131 0.011 -0.001 0.003
H -3.25123 0.23633 4.47152 0.021 0.021 0.081